Computed, not measured: 2 unconnected molecules or ions with the total composition C8H8NO4S2, with the ωB97M-V functional and the def2-TZVPD basis.

The value obtained for the total energy is -39773.1964 eV. Its frontier orbital gap is 5.2 eV. The net charge is -1. As for the energy relative to the best compared isomer or geometry (same formula, charge and spin): 3.950 eV.

Geometry (Å):
C (0.2110, -0.2033, -1.8683)
C (2.8123, -0.2634, 0.8721)
C (-3.6477, 2.0062, -0.3256)
C (1.6411, -0.6464, -2.4446)
C (1.6746, -1.5230, -1.2096)
C (-0.0504, -1.0303, 0.5743)
C (-0.7102, 0.1294, 2.5095)
C (-1.0473, -0.0188, 0.9859)
N (0.4868, -0.8023, -0.6900)
O (-3.4842, 3.1263, -0.5123)
O (-0.7478, 0.3755, -2.3796)
O (-4.0025, 0.9266, -0.2229)
O (-1.0113, 1.2519, 0.4851)
S (3.4844, 0.3444, 2.2265)
S (3.1500, -1.5593, -0.0790)
H (1.7849, -1.1026, -3.3640)
H (2.3748, 0.1562, -2.3047)
H (1.4193, -2.5139, -1.3917)
H (0.3455, 0.2891, 2.6142)
H (-1.1016, -0.7208, 3.0074)
H (-1.1648, 0.9960, 2.9185)
H (-2.0499, -0.4764, 0.8217)
H (-0.3672, 1.2589, -0.2230)


Computed, not measured: a gas-phase ion, C4H7Br2N2 (charge +1), with the ωB97M-V functional and the def2-TZVPD basis.

The SMILES is CC1=N[C@@H](Br)[NH2+][C@@H]1Br. The value obtained for the total energy is -147318.0305 eV. Its frontier orbital gap is 10.4 eV. The net charge is +1. As for the energy relative to the best compared isomer or geometry (same formula, charge and spin): 2.101 eV.

Geometry (Å):
C (0.6201, 1.2740, 1.6848)
C (0.4101, 0.4451, 0.4720)
N (1.2446, 0.1723, -0.4267)
C (0.7572, -0.7043, -1.4233)
Br (1.6477, -2.5416, -1.2793)
N (-0.7384, -0.8253, -1.2195)
C (-0.9166, -0.2025, 0.1772)
Br (-2.4187, 1.0553, 0.0964)
H (0.8655, 0.6907, 2.5063)
H (-0.3421, 1.9638, 1.6887)
H (1.5981, 1.7886, 1.7613)
H (0.9549, -0.3161, -2.3281)
H (-1.1131, -1.7240, -1.0505)
H (-1.3325, -0.2360, -1.7378)
H (-1.2370, -0.8398, 1.0785)


Computed, not measured: 2 unconnected molecules or ions with the total composition C4H7NO, with the ωB97M-V functional and the def2-TZVPD basis.

The SMILES is c1cc[nH]c1.O. The value obtained for the total energy is -7798.4598 eV. Its frontier orbital gap is 9.2 eV. The net charge is 0. As for the energy relative to the best compared isomer or geometry (same formula, charge and spin): 1.185 eV.

Geometry (Å):
C (-0.9264, -1.0039, -1.2532)
C (-1.6183, 0.2237, -1.1576)
C (-0.7413, 1.1314, -0.5983)
N (0.3999, 0.4680, -0.2814)
C (0.2969, -0.8457, -0.6797)
H (-1.2646, -1.8906, -1.7734)
H (-2.5337, 0.4826, -1.6514)
H (-1.0407, 1.9773, 0.0026)
H (1.2967, 0.8613, -0.0604)
H (1.1928, -1.4402, -0.6906)
O (1.8145, 0.3092, 2.4959)
H (1.3496, -0.4762, 2.1793)
H (1.7745, 0.2030, 3.4681)


Computed, not measured: a molecular structure, C39H33N3O3P2Pd, with the ωB97M-V functional and the def2-TZVPD basis.

The value obtained for the total energy is -73651.2859 eV. Its frontier orbital gap is 5.1 eV. The net charge is -2. As for the energy relative to the best compared isomer or geometry (same formula, charge and spin): 0.081 eV.

Geometry (Å):
Pd (-0.0051, -0.0728, 0.6496)
O (-4.9039, -2.1251, 2.7671)
C (-5.0260, -2.4290, 1.5336)
C (-6.1851, -3.1321, 1.0665)
C (-6.3609, -3.4803, -0.2506)
C (-5.4017, -3.1581, -1.2191)
C (-4.2697, -2.4777, -0.8098)
C (-4.0548, -2.1091, 0.5170)
C (-2.7944, -1.3751, 0.8069)
O (-1.9851, -1.0755, -0.0857)
N (-2.6154, -1.0659, 2.1040)
N (-1.5065, -0.3639, 2.5497)
C (-1.6411, 0.0321, 3.7625)
C (-0.7505, 0.7933, 4.6231)
C (-1.3192, 1.1821, 5.8450)
C (-0.6563, 1.9298, 6.7981)
C (0.6666, 2.3109, 6.5210)
C (1.2731, 1.9435, 5.3487)
C (0.6190, 1.1592, 4.3249)
O (1.2368, 0.8203, 3.2855)
H (-3.3977, -1.3488, 2.7269)
H (-6.9290, -3.3815, 1.8154)
H (-7.2619, -4.0145, -0.5417)
H (-5.5416, -3.4334, -2.2574)
H (-3.4979, -2.2040, -1.5198)
H (-2.5924, -0.2097, 4.2517)
H (-2.3452, 0.8779, 6.0375)
H (-1.1419, 2.2102, 7.7244)
H (1.2215, 2.8997, 7.2470)
H (2.3021, 2.2235, 5.1418)
C (3.7915, 1.8051, -0.0912)
N (2.5325, 1.2369, 0.3410)
P (2.1776, -0.4488, 0.4449)
C (2.9009, -1.0444, -1.1625)
C (1.9850, -1.3687, -2.1613)
C (2.4086, -1.7284, -3.4344)
C (3.7641, -1.7809, -3.7260)
C (4.6908, -1.4744, -2.7370)
C (4.2607, -1.1092, -1.4688)
C (3.5078, -1.0117, 1.5858)
C (4.0032, -2.3135, 1.4968)
C (4.9166, -2.7954, 2.4218)
C (5.3442, -1.9829, 3.4657)
C (4.8357, -0.6963, 3.5799)
C (3.9204, -0.2161, 2.6526)
P (0.9684, 1.9299, 0.1048)
C (1.2825, 3.6062, 0.8138)
C (1.8751, 3.6673, 2.0789)
C (2.0065, 4.8789, 2.7407)
C (1.5381, 6.0521, 2.1613)
C (0.9230, 5.9995, 0.9181)
C (0.7927, 4.7865, 0.2537)
C (0.9803, 2.3338, -1.7094)
C (0.0353, 1.6713, -2.4904)
C (0.0051, 1.8336, -3.8701)
C (0.9288, 2.6604, -4.4925)
C (1.8747, 3.3323, -3.7278)
C (1.8940, 3.1733, -2.3492)
H (4.6166, 1.2985, 0.4164)
H (3.8308, 2.8630, 0.1829)
H (3.9516, 1.7172, -1.1733)
H (0.9285, -1.3295, -1.9135)
H (1.6765, -1.9676, -4.1967)
H (4.0988, -2.0627, -4.7179)
H (5.7523, -1.5160, -2.9553)
H (4.9937, -0.8778, -0.7044)
H (3.6670, -2.9588, 0.6921)
H (5.2907, -3.8090, 2.3321)
H (6.0528, -2.3588, 4.1948)
H (5.1354, -0.0657, 4.4089)
H (3.4724, 0.7623, 2.7766)
H (2.1808, 2.7395, 2.5548)
H (2.4553, 4.9001, 3.7270)
H (1.6348, 6.9973, 2.6832)
H (0.5371, 6.9052, 0.4634)
H (0.2977, 4.7607, -0.7096)
H (-0.6719, 1.0141, -1.9913)
H (-0.7390, 1.3075, -4.4566)
H (0.9129, 2.7838, -5.5695)
H (2.5991, 3.9817, -4.2067)
H (2.6251, 3.7163, -1.7619)


Computed, not measured: a molecular structure, C16H48ClO12Y, with the ωB97M-V functional and the def2-TZVPD basis.

The value obtained for the total energy is -55483.4963 eV. Its frontier orbital gap is 4.9 eV. The net charge is +2. As for the energy relative to the best compared isomer or geometry (same formula, charge and spin): 0.000 eV.

Geometry (Å):
Y (1.2831, -3.6497, 1.1011)
Cl (0.0656, -0.2359, -0.3722)
O (-0.4487, -0.6836, -1.6184)
O (-0.8627, 0.5289, 0.3881)
O (0.3653, -1.4617, 0.4484)
O (1.2948, 0.4780, -0.5138)
C (-0.1583, 4.1689, -0.6987)
C (-0.5670, 3.3210, -1.8958)
O (-0.9015, 4.1611, -3.0031)
H (-1.0089, 4.7975, -0.4352)
H (0.7467, 4.7338, -0.9065)
H (0.0594, 3.5096, 0.1487)
H (-1.4131, 2.6641, -1.6597)
H (0.2459, 2.6707, -2.2246)
H (-1.7071, 4.6284, -2.7592)
C (2.0275, 2.7791, 2.5130)
C (2.8014, 3.3360, 1.3406)
O (4.1660, 3.5170, 1.7214)
H (1.8392, 3.4867, 3.3194)
H (2.4830, 1.8716, 2.9142)
H (1.0235, 2.4798, 2.1841)
H (2.3492, 4.2703, 0.9999)
H (2.6838, 2.6515, 0.4896)
H (4.4524, 4.3422, 1.3196)
C (-2.9940, -2.3946, 1.5813)
C (-2.1646, -3.5030, 0.9748)
O (-0.9545, -3.7858, 1.7890)
H (-3.2359, -2.6419, 2.6187)
H (-3.8903, -2.2382, 0.9845)
H (-2.4036, -1.4756, 1.5554)
H (-1.8851, -3.2187, -0.0414)
H (-2.7184, -4.4378, 0.8851)
H (-1.3253, -3.9851, 2.6614)
C (-4.5173, 2.4652, 0.0348)
C (-4.4755, 1.2050, 0.8683)
O (-5.7293, 0.5092, 0.7427)
H (-4.4771, 2.1320, -1.0058)
H (-3.6996, 3.1450, 0.2643)
H (-5.4647, 2.9936, 0.1269)
H (-4.3619, 1.4247, 1.9354)
H (-3.6855, 0.5332, 0.5177)
H (-5.8631, -0.0268, 1.5274)
C (2.0281, -2.0627, -3.0464)
C (1.4392, -3.2206, -2.2831)
O (2.2248, -3.4852, -1.0514)
H (3.0755, -2.2724, -3.2986)
H (2.0602, -1.1347, -2.4738)
H (1.4935, -1.9019, -3.9802)
H (1.4593, -4.1126, -2.9102)
H (0.4037, -3.0282, -1.9951)
H (3.1431, -3.6116, -1.3304)
C (-1.9126, 0.9084, -4.3540)
C (-1.5753, -0.4185, -4.9951)
O (-1.1753, -0.1778, -6.3378)
H (-1.9723, 0.8130, -3.2642)
H (-2.8491, 1.3133, -4.7257)
H (-1.0864, 1.6134, -4.4640)
H (-2.4557, -1.0641, -4.9043)
H (-0.7440, -0.9068, -4.4668)
H (-1.3796, -0.9605, -6.8575)
C (3.8407, -0.0668, 1.3480)
C (3.9563, -1.3451, 0.5408)
O (3.3156, -2.4524, 1.2994)
H (4.4919, -0.1111, 2.2221)
H (2.8272, -0.0178, 1.7555)
H (3.9735, 0.8149, 0.7287)
H (5.0011, -1.5842, 0.3511)
H (3.4128, -1.2135, -0.3910)
H (4.0208, -2.8409, 1.8376)
C (0.5656, -0.5225, 4.1463)
C (0.3252, -2.0167, 4.0485)
O (1.3721, -2.6030, 3.1819)
H (0.6132, -0.0553, 3.1614)
H (1.4995, -0.2716, 4.6582)
H (-0.2396, -0.0561, 4.7142)
H (-0.6678, -2.1359, 3.6278)
H (0.3474, -2.4770, 5.0351)
H (2.1937, -2.4012, 3.6517)


Computed, not measured: 13 unconnected molecules or ions with the total composition C20H66O23, with the ωB97M-V functional and the def2-TZVPD basis.

The value obtained for the total energy is -68896.2348 eV. Its frontier orbital gap is 9.1 eV. The net charge is 0. As for the energy relative to the best compared isomer or geometry (same formula, charge and spin): 0.000 eV.

Geometry (Å):
O (14.9069, 9.4691, 9.2958)
H (15.4356, 9.7390, 10.0467)
H (14.5630, 8.6101, 9.5408)
O (15.5984, 12.7195, 6.5936)
H (15.1329, 12.0494, 7.0942)
H (15.5516, 12.4172, 5.6866)
O (18.4152, 12.7367, 14.4068)
H (18.2391, 13.0224, 15.3033)
H (18.5263, 13.5494, 13.9134)
C (11.6369, 15.2297, 12.6019)
C (10.5450, 15.2312, 13.6652)
O (9.6208, 16.2932, 13.4160)
O (11.1170, 14.9747, 11.2498)
H (12.3518, 14.4681, 12.9132)
H (12.2796, 16.1088, 12.6482)
H (10.9907, 15.3232, 14.6556)
H (9.9805, 14.3030, 13.5763)
H (8.7648, 15.9465, 13.6780)
H (10.9421, 15.8014, 10.7942)
C (11.3236, 9.5306, 11.1489)
C (10.5449, 8.3472, 11.7609)
O (11.3288, 7.1768, 11.8682)
O (12.2150, 10.1886, 12.0854)
H (10.6401, 10.3166, 10.8278)
H (11.8414, 9.2350, 10.2364)
H (9.5663, 8.0616, 11.3749)
H (10.2786, 8.6519, 12.7730)
H (10.7707, 6.5318, 12.3089)
H (12.5703, 10.9505, 11.6218)
C (8.6543, 14.5013, 8.8240)
C (8.4482, 13.0793, 9.5134)
O (9.5040, 12.7404, 10.3585)
O (7.4757, 15.0801, 8.2473)
H (9.3935, 14.4852, 8.0231)
H (9.0607, 15.1332, 9.6137)
H (8.3572, 12.2957, 8.7612)
H (7.4993, 13.1644, 10.0431)
H (9.9826, 13.5595, 10.5048)
H (6.9252, 15.4757, 8.9270)
C (17.7939, 16.0788, 13.3643)
C (18.9168, 17.0763, 13.2171)
O (19.9937, 16.4996, 13.8912)
O (18.0090, 14.8654, 12.7060)
H (16.9006, 16.4396, 12.8544)
H (17.5758, 15.8938, 14.4161)
H (18.5691, 18.0644, 13.5187)
H (19.2439, 17.1911, 12.1837)
H (20.7757, 16.8125, 13.4306)
H (18.4678, 15.0657, 11.8869)
C (15.0361, 18.5997, 10.7339)
C (15.1380, 17.5670, 9.5633)
O (15.9603, 17.9098, 8.4461)
O (16.0617, 18.4140, 11.7129)
H (14.0867, 18.4869, 11.2574)
H (15.1120, 19.5954, 10.2970)
H (14.1310, 17.4227, 9.1717)
H (15.4325, 16.5387, 9.7729)
H (16.2348, 17.1629, 7.9090)
H (16.8638, 18.4399, 11.1860)
C (11.9852, 9.2329, 6.7183)
C (12.3623, 10.6953, 7.1807)
O (13.7632, 10.7629, 7.4735)
O (11.6818, 8.4037, 7.8412)
H (12.7756, 8.7615, 6.1343)
H (11.1446, 9.2928, 6.0270)
H (11.8800, 11.0021, 8.1088)
H (12.0822, 11.4313, 6.4271)
H (13.9560, 10.2885, 8.2855)
H (12.5513, 8.2200, 8.2044)
C (14.7797, 13.6114, 15.4983)
C (14.6404, 15.1654, 15.5909)
O (14.5412, 15.7922, 14.3038)
O (13.7498, 13.1041, 14.7114)
H (14.8791, 13.2905, 16.5352)
H (15.6959, 13.4387, 14.9335)
H (15.4939, 15.5088, 16.1754)
H (13.7548, 15.4941, 16.1348)
H (14.4263, 16.7359, 14.4369)
H (14.0679, 13.3272, 13.8335)
C (13.5321, 15.5596, 6.8760)
C (12.2113, 14.9585, 6.5572)
O (11.2512, 15.9049, 6.0634)
O (14.1753, 15.9791, 5.7019)
H (14.1689, 14.8333, 7.3811)
H (13.4734, 16.4319, 7.5269)
H (11.7440, 14.5119, 7.4349)
H (12.3554, 14.1437, 5.8478)
H (11.7841, 16.4822, 5.5117)
H (15.0051, 15.5042, 5.6146)
C (14.2191, 12.6640, 10.4482)
C (15.2481, 13.6880, 10.9846)
O (15.6037, 13.5220, 12.3768)
O (13.0628, 12.5815, 11.3408)
H (14.6298, 11.6550, 10.4126)
H (14.1295, 13.0665, 9.4392)
H (14.8115, 14.6857, 10.9373)
H (16.0692, 13.6193, 10.2710)
H (16.3844, 14.0654, 12.5066)
H (12.5361, 13.3839, 11.3545)
C (18.8614, 10.1245, 9.8184)
C (18.1280, 10.8167, 10.9827)
O (16.7516, 10.4027, 11.0428)
O (18.4442, 10.6987, 8.6121)
H (18.6151, 9.0629, 9.7956)
H (19.9400, 10.1278, 9.9758)
H (18.2293, 11.8981, 10.8914)
H (18.7648, 10.7583, 11.8654)
H (16.4049, 10.6213, 11.9109)
H (17.5641, 10.3794, 8.3997)